(1)
{
  "formula": "C34H51AsBiIN4SSe2Si3",
  "method": "ωB97M-V/def2-TZVPD",
  "symbols": ["Bi", "C", "N", "C", "C", "C", "C", "C", "C", "C", "C", "H", "H", "H", "H", "H", "H", "H", "H", "H", "H", "H", "H", "Se", "Se", "C", "C", "C", "C", "C", "N", "C", "C", "C", "C", "C", "N", "H", "H", "H", "H", "H", "H", "H", "H", "I", "C", "C", "C", "C", "C", "N", "H", "H", "H", "H", "S", "C", "C", "Si", "C", "C", "As", "Si", "C", "C", "C", "Si", "C", "C", "C", "H", "H", "H", "H", "H", "H", "H", "H", "H", "H", "H", "H", "H", "H", "H", "H", "H", "H", "H", "H", "H", "H", "H", "H", "H", "H", "H"],
  "xyz": [[-0.1592, -0.5833, -0.0896], [2.4894, -2.6623, 1.0246], [1.1511, -2.5234, 1.5640], [1.1833, -2.2815, 2.9960], [0.3558, -3.6889, 1.2172], [-1.1198, -3.6431, 1.5320], [-1.7457, -4.8811, 1.6300], [-3.0884, -5.0067, 1.9260], [-3.8454, -3.8648, 2.1248], [-3.2466, -2.6290, 2.0206], [-1.8847, -2.4848, 1.7278], [2.9929, -3.5585, 1.4076], [3.0795, -1.7936, 1.3037], [2.4440, -2.7406, -0.0613], [1.8358, -2.9918, 3.5190], [0.1822, -2.3568, 3.4116], [1.5550, -1.2748, 3.1789], [0.7841, -4.5854, 1.6964], [0.4570, -3.8417, 0.1350], [-1.1584, -5.7731, 1.4719], [-3.5338, -5.9854, 2.0147], [-4.8945, -3.9309, 2.3668], [-3.8295, -1.7314, 2.1663], [0.2785, -4.7714, -2.4350], [0.4390, -3.6391, -4.4154], [1.7741, -2.2939, -4.0233], [2.9293, -2.2505, -4.7939], [3.8603, -1.2675, -4.5223], [3.5949, -0.3649, -3.5031], [2.4050, -0.4964, -2.8077], [1.5125, -1.4425, -3.0511], [-1.5215, -4.2995, -1.8967], [-2.4234, -5.2759, -1.5029], [-3.6968, -4.8631, -1.1555], [-4.0086, -3.5131, -1.2243], [-3.0299, -2.6314, -1.6488], [-1.8043, -3.0161, -1.9643], [3.0746, -2.9783, -5.5748], [4.7728, -1.2073, -5.0931], [4.2898, 0.4221, -3.2553], [2.1405, 0.1957, -2.0171], [-2.1348, -6.3166, -1.4916], [-4.4389, -5.5879, -0.8584], [-4.9914, -3.1543, -0.9699], [-3.2252, -1.5744, -1.7583], [-4.2041, 0.8210, 0.0872], [-3.5065, 1.2801, -1.8566], [-4.2087, 2.1515, -2.6690], [-3.6922, 2.3892, -3.9322], [-2.5164, 1.7562, -4.3166], [-1.9098, 0.8948, -3.4173], [-2.3972, 0.6680, -2.2067], [-5.1237, 2.6103, -2.3317], [-4.2174, 3.0434, -4.6114], [-2.0977, 1.9182, -5.2975], [-1.0142, 0.3410, -3.6627], [-1.7247, -0.1237, 2.9568], [-1.3401, -1.1312, 1.6974], [-1.3684, 3.7515, -1.0469], [0.5006, 3.4831, -0.7673], [1.2523, 5.2136, -0.4414], [1.3164, 2.8233, -2.3662], [0.6546, 1.7646, 0.9669], [-0.3564, 2.8631, 3.0231], [0.4970, 4.5821, 3.1146], [0.1251, 1.9480, 4.6299], [-2.1927, 3.2568, 2.6840], [3.0711, 1.7560, 1.3990], [3.3906, 1.0006, 3.1236], [3.8067, 3.5161, 1.2608], [4.0550, 0.6718, 0.1623], [-1.6017, 3.8723, -2.0999], [-1.7235, 4.6404, -0.5355], [-1.9391, 2.9078, -0.6755], [0.6802, 5.9579, -0.9871], [2.2779, 5.2884, -0.7811], [1.2262, 5.4907, 0.6048], [1.3889, 3.6167, -3.1024], [0.7474, 2.0154, -2.8137], [2.3259, 2.4706, -2.1795], [1.5480, 4.5313, 2.8559], [0.4368, 4.9872, 4.1184], [0.0108, 5.2944, 2.4578], [0.9660, 2.4223, 5.1266], [0.3678, 0.9075, 4.4515], [-0.7040, 1.9512, 5.3286], [-2.3017, 3.8797, 1.7995], [-2.6254, 3.8033, 3.5178], [-2.7900, 2.3627, 2.5466], [2.6415, 1.3000, 3.8476], [4.3583, 1.3063, 3.5079], [3.3950, -0.0854, 3.0713], [3.2088, 4.2585, 1.7781], [3.8849, 3.8226, 0.2221], [4.8056, 3.5451, 1.6860], [3.4452, -0.0906, -0.3101], [4.8622, 0.1652, 0.6829], [4.5084, 1.2684, -0.6222]],
  "e_lumo_ev": [-2.86, -3.44],
  "homo_ev": [-8.980, -10.258],
  "multiplicity": 2,
  "de_lowest_kj_mol": 93.6,
  "charge": 1,
  "orbital_gap_ev": [6.12, 6.82]
}

(2)
{
  "formula": "C34H51Cl12FIN3O5PS2",
  "method": "ωB97M-V/def2-TZVPD",
  "symbols": ["O", "N", "O", "C", "N", "C", "C", "F", "C", "C", "C", "C", "C", "S", "C", "S", "N", "C", "C", "C", "C", "C", "C", "C", "C", "C", "C", "C", "C", "C", "I", "P", "O", "O", "O", "H", "H", "H", "H", "H", "H", "H", "H", "H", "H", "H", "H", "H", "H", "H", "H", "H", "H", "H", "H", "H", "H", "H", "H", "H", "H", "H", "Cl", "C", "C", "Cl", "H", "H", "H", "H", "Cl", "C", "C", "Cl", "H", "H", "H", "H", "Cl", "C", "C", "Cl", "H", "H", "H", "H", "Cl", "C", "C", "Cl", "H", "H", "H", "H", "Cl", "C", "C", "Cl", "H", "H", "H", "H", "Cl", "C", "C", "Cl", "H", "H", "H", "H"],
  "xyz": [[0.8930, -1.6798, 2.1342], [1.9287, -1.5932, 1.6466], [2.8229, -0.7743, 2.4673], [3.4299, 0.2366, 1.7386], [4.2565, -0.1358, 0.5268], [4.8877, -1.4987, 0.4429], [6.2902, -1.4195, 1.0596], [7.1337, -0.8996, 0.0920], [3.5507, 0.4198, -0.6918], [2.2014, 1.0243, -0.2225], [1.7922, 2.1082, -1.2310], [0.3356, 2.5848, -1.1481], [-0.7019, 1.4441, -1.2624], [-2.2709, 1.9448, -0.5074], [-3.5038, 0.9247, -1.3262], [-3.3924, 0.6980, -2.9295], [-4.5949, 0.3267, -0.6301], [-5.4511, 1.3594, 0.0354], [-6.5284, 1.8585, -0.7059], [-7.4175, 2.7973, -0.1989], [-7.2006, 3.2811, 1.0921], [-6.1278, 2.7908, 1.8226], [-5.2454, 1.8390, 1.3304], [-4.1605, -0.8329, 0.1403], [-4.9513, -2.0108, 0.0847], [-4.5977, -3.1647, 0.7560], [-3.4249, -3.1983, 1.5248], [-2.6574, -2.0506, 1.6134], [-3.0205, -0.8825, 0.9333], [2.5840, 1.4481, 1.2460], [0.7562, 1.8221, 2.3280], [3.6211, 2.9427, 1.4959], [4.1702, 3.0235, 2.8602], [2.7395, 4.2406, 1.2157], [4.8662, 2.9934, 0.4608], [4.1780, 0.6103, 2.4526], [5.0727, 0.4677, 0.6364], [4.3433, -2.2515, 1.0188], [4.9230, -1.8352, -0.5952], [6.2461, -0.7993, 1.9657], [6.5867, -2.4198, 1.3889], [3.4809, -0.3063, -1.5093], [4.2752, 1.1393, -1.0929], [1.5774, 0.1290, -0.1193], [2.0772, 1.8242, -2.2503], [2.4143, 2.9887, -0.9974], [0.1073, 3.1670, -0.2516], [0.1689, 3.2313, -2.0196], [-0.3476, 0.5024, -0.8209], [-0.8308, 1.2233, -2.3277], [-6.6900, 1.4958, -1.7189], [-8.2564, 3.1141, -0.8115], [-7.8806, 4.0286, 1.4912], [-5.9850, 3.1740, 2.8330], [-4.4349, 1.4461, 1.9395], [-5.8727, -2.0015, -0.5139], [-5.2372, -4.0406, 0.6808], [-3.1318, -4.1146, 2.0298], [-1.7622, -2.1037, 2.2298], [-2.3853, -0.0091, 1.0426], [3.1448, 4.9284, 1.7725], [5.6901, 2.7975, 0.9308], [-5.6514, 6.5017, -3.8534], [-4.1240, 5.8285, -3.2315], [-3.9905, 4.3548, -3.5217], [-5.1527, 3.3787, -2.5901], [-4.0787, 6.0284, -2.1631], [-3.3162, 6.3739, -3.7182], [-2.9938, 4.0106, -3.2399], [-4.1398, 4.1412, -4.5781], [11.6245, -5.0273, 0.9042], [10.7630, -3.7669, -0.0106], [9.5915, -3.2102, 0.7577], [8.2818, -4.4104, 0.9450], [10.4505, -4.1943, -0.9607], [11.4797, -2.9716, -0.2104], [9.1703, -2.3599, 0.2231], [9.8852, -2.8794, 1.7519], [-6.7391, -0.4492, 1.4286], [-8.1407, -0.9130, 2.3939], [-9.3456, -1.0264, 1.5097], [-9.9249, 0.5421, 0.8961], [-8.2767, -0.2008, 3.2062], [-7.9196, -1.8884, 2.8306], [-10.1695, -1.4636, 2.0732], [-9.1201, -1.6588, 0.6421], [-9.7501, -2.2145, -2.9185], [-8.2391, -3.1341, -3.1245], [-8.0804, -4.2031, -2.0736], [-7.8083, -3.5043, -0.4543], [-7.4105, -2.4289, -3.1045], [-8.2759, -3.5932, -4.1114], [-7.2144, -4.8229, -2.3025], [-8.9548, -4.8470, -2.0188], [3.3545, -0.7283, -4.5883], [4.2497, 0.5576, -5.4451], [4.3058, 1.8267, -4.6371], [2.7063, 2.6011, -4.4913], [3.7747, 0.7168, -6.4099], [5.2582, 0.1844, -5.6165], [4.9628, 2.5492, -5.1185], [4.6832, 1.6383, -3.6334], [7.5665, -1.7835, 4.0277], [7.9476, -2.7738, 5.4692], [9.4079, -3.1335, 5.5551], [9.8997, -4.2736, 4.2788], [7.3202, -3.6609, 5.4373], [7.6623, -2.1825, 6.3378], [9.6049, -3.6211, 6.5086], [10.0433, -2.2536, 5.4831]],
  "e_lumo_ev": -3.87,
  "homo_ev": -9.825,
  "multiplicity": 1,
  "charge": 1,
  "orbital_gap_ev": 5.96
}

(3)
{
  "formula": "C34H51Cl3FN7O7PS2Ti",
  "method": "ωB97M-V/def2-TZVPD",
  "symbols": ["Ti", "C", "C", "N", "C", "C", "C", "O", "O", "C", "O", "C", "C", "C", "F", "C", "C", "C", "N", "C", "C", "N", "C", "C", "H", "H", "H", "H", "H", "H", "H", "H", "H", "H", "H", "H", "H", "H", "H", "H", "H", "H", "Cl", "C", "Cl", "Cl", "C", "N", "O", "S", "O", "O", "S", "C", "C", "C", "C", "H", "H", "H", "H", "H", "H", "H", "H", "H", "O", "P", "N", "C", "C", "C", "C", "N", "C", "C", "C", "C", "N", "C", "C", "C", "C", "H", "H", "H", "H", "H", "H", "H", "H", "H", "H", "H", "H", "H", "H", "H", "H", "H", "H", "H", "H", "H", "H", "H", "H"],
  "xyz": [[0.1660, 0.1662, 1.1133], [-1.3747, -7.4580, 1.4881], [-1.1129, -6.6497, 0.2238], [-0.5355, -5.3475, 0.5064], [-1.3442, -4.2486, 0.4724], [-0.9151, -2.9901, 0.7140], [-1.9173, -1.8828, 0.5287], [-3.0871, -2.1425, 0.3370], [-1.4312, -0.6695, 0.5599], [0.4670, -2.7818, 1.0542], [0.9938, -1.6187, 1.2565], [1.3064, -3.9144, 1.1005], [2.6977, -3.7376, 1.3785], [3.5194, -4.8203, 1.2967], [4.8718, -4.6556, 1.4901], [3.0769, -6.1045, 1.0020], [1.6927, -6.2953, 0.7483], [0.8226, -5.2178, 0.7911], [4.0123, -7.1632, 0.7216], [4.8329, -7.5455, 1.8534], [5.5971, -8.8122, 1.5211], [6.4418, -8.5397, 0.3030], [5.6003, -8.0993, -0.8675], [4.8235, -6.8680, -0.4496], [-1.7891, -8.4353, 1.2377], [-2.0871, -6.9345, 2.1256], [-0.4554, -7.6037, 2.0547], [-2.0457, -6.4807, -0.3134], [-0.4510, -7.1886, -0.4578], [-2.3818, -4.4132, 0.2156], [3.0724, -2.7541, 1.6127], [1.3602, -7.2972, 0.5234], [4.1892, -7.7293, 2.7128], [5.5506, -6.7609, 2.1464], [4.9228, -9.6250, 1.2560], [6.2634, -9.1189, 2.3258], [6.9930, -9.3620, 0.0567], [7.0970, -7.7855, 0.5291], [4.9342, -8.9281, -1.1028], [6.2706, -7.9039, -1.7036], [4.1654, -6.5724, -1.2662], [5.5241, -6.0354, -0.2754], [-4.0258, 2.1693, -1.8869], [-2.3536, 2.3644, -2.1292], [-2.1134, 2.5508, -4.8972], [-1.6502, 3.8644, -1.7159], [-1.5318, 1.2386, -2.1666], [-0.8457, 0.3127, -2.1909], [2.2497, 3.2560, 0.3836], [1.4750, 2.7830, 1.5119], [1.0678, 3.7923, 2.4502], [0.1959, 2.0652, 0.9615], [2.3368, 1.1958, 2.3932], [-3.0757, 0.4928, 2.8326], [-1.7842, 0.7381, 3.6085], [-1.5045, 2.2341, 3.7238], [-0.5774, -0.0584, 3.0938], [-3.9148, 0.9664, 3.3488], [-3.2945, -0.5717, 2.7301], [-3.0246, 0.9104, 1.8263], [-1.9568, 0.3685, 4.6322], [-2.3126, 2.7307, 4.2678], [-0.5652, 2.4263, 4.2437], [-1.4232, 2.6966, 2.7407], [-0.8196, -1.1302, 3.1096], [0.2754, 0.1005, 3.7552], [1.6867, 0.2273, -0.4776], [2.7403, 0.1230, -1.5180], [2.6386, -1.3688, -2.2469], [3.4704, -1.6713, -3.4145], [2.5991, -2.5845, -4.2800], [1.6795, -3.2481, -3.2583], [1.3532, -2.0922, -2.3227], [4.3246, 0.1119, -1.0238], [4.9292, -1.0769, -0.4257], [5.1757, -0.6736, 1.0243], [5.5896, 0.7955, 0.9119], [4.8823, 1.3082, -0.3607], [2.6598, 1.3793, -2.5615], [3.7719, 1.9494, -3.3085], [3.6680, 3.4351, -2.9733], [2.1561, 3.6730, -3.0123], [1.5273, 2.3343, -2.5804], [4.3912, -2.1809, -3.1002], [3.7631, -0.7646, -3.9489], [3.1884, -3.2880, -4.8707], [2.0017, -1.9809, -4.9657], [2.2191, -4.0305, -2.7126], [0.7859, -3.6872, -3.7012], [1.0499, -2.4213, -1.3299], [0.5559, -1.4675, -2.7260], [5.8818, -1.3051, -0.9250], [4.2710, -1.9369, -0.5326], [5.9242, -1.2974, 1.5172], [4.2378, -0.7383, 1.5793], [6.6744, 0.8890, 0.8136], [5.2711, 1.3629, 1.7833], [5.5987, 1.8039, -1.0238], [4.0877, 2.0148, -0.1216], [3.6301, 1.7980, -4.3878], [4.7161, 1.4871, -3.0230], [4.2226, 4.0684, -3.6681], [4.0472, 3.6019, -1.9634], [1.8372, 3.9198, -4.0265], [1.8458, 4.4824, -2.3545], [0.7615, 2.0199, -3.2888], [1.0920, 2.3906, -1.5873]],
  "e_lumo_ev": [-0.43, -0.45],
  "homo_ev": [-3.264, -4.118],
  "multiplicity": 3,
  "de_lowest_kj_mol": 313.6,
  "charge": -1,
  "orbital_gap_ev": [2.83, 3.67]
}

(4)
{
  "formula": "C34H51ClN3O2PRuSTe4",
  "method": "ωB97M-V/def2-TZVPD",
  "symbols": ["Ru", "Cl", "C", "C", "C", "C", "O", "C", "C", "N", "C", "C", "C", "C", "C", "C", "C", "C", "N", "C", "C", "H", "H", "H", "H", "H", "H", "H", "H", "H", "H", "Te", "Te", "Te", "Te", "C", "C", "C", "S", "O", "C", "C", "C", "H", "H", "H", "H", "H", "H", "H", "H", "H", "H", "H", "H", "H", "H", "C", "C", "C", "C", "P", "N", "C", "C", "C", "C", "C", "C", "C", "C", "H", "H", "H", "H", "H", "H", "H", "H", "H", "H", "H", "H", "H", "H", "H", "H", "H", "H", "H", "H", "H", "H", "H", "H", "H", "H", "H"],
  "xyz": [[-0.7087, 1.2676, -0.1479], [-5.2275, 2.7257, -5.1157], [-3.7658, 2.3266, -4.2496], [-2.6549, 1.8727, -4.9493], [-1.4864, 1.5555, -4.2835], [-1.4180, 1.6916, -2.8868], [-0.3094, 1.4582, -2.2228], [-2.5626, 2.1364, -2.1953], [-2.4130, 2.3246, -0.7264], [-2.6951, 1.4091, 0.2422], [-3.0819, 1.8482, 1.4970], [-4.3144, 2.4077, 1.7766], [-4.6854, 2.6233, 3.1105], [-3.8568, 2.2898, 4.1542], [-2.5602, 1.8017, 3.9030], [-1.6050, 1.4670, 4.8858], [-0.3344, 1.1290, 4.4994], [0.0101, 1.1559, 3.1457], [-0.8747, 1.3900, 2.1988], [-2.1629, 1.6404, 2.5552], [-3.7263, 2.4681, -2.8751], [-2.7103, 1.7655, -6.0252], [-0.6101, 1.2064, -4.8131], [-2.7404, 3.3407, -0.4299], [-4.9838, 2.6372, 0.9579], [-5.6714, 3.0211, 3.3160], [-4.1845, 2.4141, 5.1794], [-1.8772, 1.5120, 5.9332], [0.4315, 0.8966, 5.2273], [1.0307, 1.0512, 2.7979], [-4.5924, 2.8224, -2.3291], [-0.1587, 3.2948, 0.0914], [1.1453, 8.0848, 0.5765], [1.8869, 10.5759, 0.7931], [0.4850, 5.6442, 0.3353], [4.9989, 1.9186, 2.6636], [5.2021, 2.9413, 1.5479], [4.8895, 2.3730, 0.1671], [3.1316, 1.8523, 0.0232], [2.5802, 2.7213, -1.0627], [3.3217, 0.2188, -0.7499], [3.5687, 0.2911, -2.2480], [5.0173, 0.5528, -2.6586], [5.2406, 2.3527, 3.6345], [5.6363, 1.0438, 2.5136], [3.9629, 1.5787, 2.6945], [6.2459, 3.2661, 1.5479], [4.5904, 3.8286, 1.7278], [5.5179, 1.5064, -0.0423], [5.0158, 3.1250, -0.6101], [2.3579, -0.2544, -0.5508], [4.0989, -0.3135, -0.1931], [2.9231, 1.0747, -2.6490], [3.2444, -0.6545, -2.6845], [5.3133, 1.5828, -2.4660], [5.1317, 0.3761, -3.7293], [5.6998, -0.1223, -2.1349], [2.0951, -2.9716, -0.6177], [0.7410, -2.9407, -1.3423], [0.9003, -2.0419, -2.5804], [0.4608, -4.3765, -1.7931], [-0.5050, -2.0498, -0.1716], [-0.0988, -0.5652, -0.0561], [-0.3276, -2.8569, 1.5678], [-0.1747, -4.3768, 1.6585], [-1.5608, -2.4464, 2.3804], [0.8871, -2.2078, 2.2456], [-2.2249, -2.5948, -0.8441], [-2.2448, -2.2922, -2.3486], [-2.5095, -4.0841, -0.6127], [-3.3975, -1.8091, -0.2646], [2.8974, -3.1460, -1.3412], [2.1437, -3.7751, 0.1187], [2.3091, -2.0366, -0.1085], [1.8888, -2.1892, -3.0257], [0.8119, -0.9831, -2.3220], [0.1673, -2.2528, -3.3562], [1.3244, -4.7194, -2.3732], [-0.4134, -4.4646, -2.4361], [0.3447, -5.0607, -0.9502], [-1.0267, -4.9126, 1.2410], [-0.1016, -4.6465, 2.7178], [0.7326, -4.7327, 1.1703], [-2.4497, -3.0075, 2.0931], [-1.7736, -1.3794, 2.2766], [-1.3801, -2.6334, 3.4439], [1.8264, -2.6561, 1.9247], [0.8133, -2.3211, 3.3324], [0.9286, -1.1401, 2.0274], [-1.6616, -3.0067, -2.9265], [-1.8692, -1.2887, -2.5638], [-3.2757, -2.3321, -2.7122], [-1.6471, -4.7188, -0.8043], [-3.3106, -4.3915, -1.2916], [-2.8576, -4.2690, 0.4045], [-3.3986, -0.7887, -0.6211], [-3.4414, -1.7877, 0.8214], [-4.3284, -2.2613, -0.6281]],
  "e_lumo_ev": [0.89, 0.98],
  "homo_ev": [-3.546, -3.132],
  "multiplicity": 2,
  "de_lowest_kj_mol": 690.6,
  "charge": -1,
  "orbital_gap_ev": [4.44, 4.11]
}

What did we get for calculated total energy? Answer: -281982.1838; -242831.7990; -155212.8124; -109047.7911 eV, in the order shown.
What did we get for max |F|? Answer: 1.66; 2.40; 0.84; 9.05 eV/Å, in the order shown.